P:
{"formula": "C3H5NO", "method": "the ωB97M-V functional and the def2-TZVPD basis", "symbols": ["C", "C", "C", "H", "H", "H", "H", "H", "N", "O"], "coordinates": [[-0.3769, 0.0735, 0.4888], [0.2496, -0.0544, -0.7130], [1.6917, 0.2121, -0.7394], [-1.9898, -0.1886, 1.7683], [-2.3035, -0.6607, 0.1503], [0.1953, 0.4003, 1.3655], [-0.3183, -0.3847, -1.5909], [2.2161, 0.0427, -1.6937], [-1.6798, -0.1309, 0.7771], [2.3157, 0.6907, 0.1870]], "smiles": "N/C=C/C=O", "homo_lumo_gap_ev": 9.46}

=====

Q:
{"formula": "C3H5NO", "method": "the ωB97M-V functional and the def2-TZVPD basis", "symbols": ["C", "O", "C", "C", "N", "H", "H", "H", "H", "H"], "coordinates": [[1.3518, 1.1431, 0.4866], [1.7391, 0.5150, -0.4643], [-0.6535, -1.0190, -0.8293], [-1.1379, -0.3642, 0.3566], [-1.9861, -1.1687, -0.0901], [0.7835, 2.0890, 0.3798], [1.5215, 0.8060, 1.5314], [-1.0053, 0.3421, 1.1707], [0.0561, -1.8417, -0.7538], [-0.6691, -0.5015, -1.7876]], "smiles": "C1=NC1.C=O", "homo_lumo_gap_ev": 10.83}

=====

R:
{"formula": "C3H5NO", "method": "the ωB97M-V functional and the def2-TZVPD basis", "symbols": ["C", "C", "C", "H", "H", "H", "H", "H", "N", "O"], "coordinates": [[-0.1922, 0.9542, -0.4495], [-0.6262, -0.2559, 0.3606], [0.6322, -1.0388, 0.3432], [-0.6979, 1.1215, -1.4095], [-0.2924, 1.8696, 0.0895], [-1.4973, -0.8331, -0.0397], [-0.8471, -0.0320, 1.3985], [0.7633, -2.0449, 0.6983], [1.5933, -0.4648, -0.2325], [1.1643, 0.7243, -0.7589]], "smiles": "C1=NOCC1", "homo_lumo_gap_ev": 10.29}

=====

S:
{"formula": "C3H5NO", "method": "the ωB97M-V functional and the def2-TZVPD basis", "symbols": ["C", "C", "C", "N", "O", "H", "H", "H", "H", "H"], "coordinates": [[0.4697, -0.2472, -0.2396], [1.3863, 0.8242, -0.0722], [-0.8944, -0.7160, -0.1469], [1.7729, -0.6817, -0.1284], [-1.7878, 0.3427, -0.1149], [1.7867, 1.3862, -0.8644], [1.3356, 1.2914, 0.8594], [-1.0347, -1.2699, 0.7395], [-1.1442, -1.4805, -0.8513], [-1.8901, 0.5507, 0.8188]], "smiles": "OCC1=NC1", "homo_lumo_gap_ev": 10.34}

=====

Ordering by calculated energy gives the sequence P, R, S, Q, with the first entry being the most stable.

=====

P:
{"formula": "C4H6O2", "method": "the ωB97M-V functional and the def2-TZVPD basis", "symbols": ["O", "C", "C", "C", "C", "O", "H", "H", "H", "H", "H", "H"], "coordinates": [[2.3963, -0.4257, -0.5407], [1.8630, 0.1878, 0.3559], [0.3584, 0.4258, 0.2609], [-0.3599, -0.5525, -0.6383], [-1.5779, -0.0684, 0.1247], [-0.6985, 0.2296, 1.2530], [2.4806, 0.7153, 1.1045], [0.2818, 1.4876, -0.0283], [-0.1195, -1.5338, -0.2206], [-0.2417, -0.5520, -1.7181], [-2.3819, -0.7812, 0.3207], [-2.0006, 0.8675, -0.2737]], "homo_lumo_gap_ev": 10.70}

=====

Q:
{"formula": "C4H6O2", "method": "the ωB97M-V functional and the def2-TZVPD basis", "symbols": ["C", "C", "O", "C", "C", "O", "H", "H", "H", "H", "H", "H"], "coordinates": [[-1.4190, 0.0906, 0.9989], [-0.6497, -0.4344, -0.1861], [-1.1815, -0.8245, -1.2022], [0.8737, -0.4173, -0.0791], [1.4302, 0.5802, -1.0778], [2.1569, 1.4925, -0.7734], [-1.1206, 1.1264, 1.2022], [-1.1764, -0.4942, 1.8935], [-2.4901, 0.0448, 0.7974], [1.2405, -0.1652, 0.9197], [1.2304, -1.4137, -0.3685], [1.1056, 0.4149, -2.1248]], "smiles": "CC(=O)CC=O", "homo_lumo_gap_ev": 10.60}

=====

Ordering by calculated energy gives the sequence Q, P, with the first entry being the most stable.

=====

P:
{"formula": "C4H6O2", "method": "the ωB97M-V functional and the def2-TZVPD basis", "symbols": ["C", "C", "C", "C", "O", "O", "H", "H", "H", "H", "H", "H"], "coordinates": [[0.5661, 1.2889, 0.1194], [-0.3731, 0.3920, 0.0075], [1.5970, 0.1593, 0.2103], [0.4549, -0.7831, -0.2407], [-2.8538, -0.5631, 0.3416], [-2.2972, 0.5840, -0.2948], [0.5176, 2.4072, 0.1483], [2.3012, 0.4151, -0.4909], [2.1177, 0.2129, 1.2278], [0.4580, -1.6685, 0.3660], [0.3977, -1.0470, -1.2739], [-2.8861, -1.3977, -0.1204]], "homo_lumo_gap_ev": [10.20, 10.20]}

=====

Q:
{"formula": "C4H6O2", "method": "the ωB97M-V functional and the def2-TZVPD basis", "symbols": ["O", "C", "C", "C", "C", "O", "H", "H", "H", "H", "H", "H"], "coordinates": [[0.9576, 1.2948, 0.9328], [-0.2613, 0.9072, 0.3882], [-0.3484, 0.3644, -0.9910], [-0.5466, -0.5532, 0.2215], [0.4902, -1.6163, 0.2667], [0.2617, -2.7649, 0.5629], [1.1659, 2.1578, 0.5555], [-1.1434, 1.4589, 0.7121], [-1.1682, 0.5998, -1.6600], [0.6223, 0.3080, -1.5018], [-1.5158, -0.8764, 0.6172], [1.4715, -1.2770, -0.1206]], "smiles": "O=C[C@@H]1C[C@@H]1O", "homo_lumo_gap_ev": 10.47}

=====

R:
{"formula": "C4H6O2", "method": "the ωB97M-V functional and the def2-TZVPD basis", "symbols": ["O", "C", "C", "C", "O", "C", "H", "H", "H", "H", "H", "H"], "coordinates": [[1.5640, -0.3459, -0.9504], [0.3544, -0.7876, -0.4170], [0.1901, -0.3926, 1.0709], [-0.5735, 0.8357, 0.5651], [-0.1401, 1.4293, -0.7648], [-0.8177, 0.2072, -0.7367], [1.3978, 0.5974, -1.1515], [0.1854, -1.8260, -0.6863], [-0.5329, -1.1005, 1.5212], [1.0570, -0.3096, 1.7306], [-0.9595, 1.6726, 1.1207], [-1.7249, 0.0201, -1.3018]], "smiles": "O[C@H]1C[C@H]2O[C@@H]12", "homo_lumo_gap_ev": 10.84}

=====

S:
{"formula": "C4H6O2", "method": "the ωB97M-V functional and the def2-TZVPD basis", "symbols": ["C", "O", "C", "C", "O", "C", "H", "H", "H", "H", "H", "H"], "coordinates": [[1.8632, 0.5590, 0.2381], [1.4930, -0.4337, 1.1252], [0.4803, -0.2157, 0.0942], [-0.1356, 0.9752, 0.4360], [-2.6196, -0.4841, -0.6557], [-1.8453, -1.4036, -0.7798], [2.4845, 0.3337, -0.6272], [2.0888, 1.5111, 0.7246], [-0.7177, 1.5016, -0.3212], [-0.1439, 1.3826, 1.4519], [-1.5180, -2.0249, 0.0745], [-1.4296, -1.7012, -1.7605]], "homo_lumo_gap_ev": 8.65}

=====

Ordering by calculated energy gives the sequence Q, R, S, P, with the first entry being the most stable.

=====

P:
{"formula": "C2H4S3", "method": "the ωB97M-V functional and the def2-TZVPD basis", "symbols": ["C", "C", "S", "S", "S", "H", "H", "H", "H"], "coordinates": [[0.0698, -0.4560, 0.1168], [-0.8250, 0.7314, 0.2085], [1.7633, -0.4221, 0.2285], [4.0995, 1.0852, -0.4476], [-0.4400, -2.0644, -0.4208], [-0.5919, 1.1407, -0.8960], [-0.5289, 1.5827, 0.8650], [-1.8983, 0.5943, 0.1832], [-1.6485, -2.1919, 0.1624]], "homo_lumo_gap_ev": [6.85, 6.93]}

=====

Q:
{"formula": "C2H4S3", "method": "the ωB97M-V functional and the def2-TZVPD basis", "symbols": ["C", "C", "S", "S", "S", "H", "H", "H", "H"], "coordinates": [[0.0675, -0.8285, -1.0713], [-0.3931, 1.2703, 1.4290], [-1.5715, -1.1257, -1.7544], [-0.6622, -2.2335, -0.3061], [1.4764, -0.5976, -1.9691], [0.5671, 0.9947, 1.1405], [-1.2315, 0.6104, 1.4216], [-0.4346, 2.2676, 1.9507], [2.1820, -0.3577, -0.8408]], "homo_lumo_gap_ev": [7.66, 8.03]}

=====

Ordering by calculated energy gives the sequence P, Q, with the first entry being the most stable.

=====

P:
{"formula": "C4H7NO3", "method": "the ωB97M-V functional and the def2-TZVPD basis", "symbols": ["C", "C", "C", "C", "H", "H", "H", "H", "H", "H", "H", "N", "O", "O", "O"], "coordinates": [[-1.6200, -0.3284, 0.0634], [0.3293, 1.2885, -0.0409], [1.2009, 0.2858, 0.5146], [0.3220, -1.6371, -0.3030], [-1.5368, 1.6347, -0.7204], [0.7025, 1.6172, -1.0003], [0.2217, 2.1862, 0.5286], [0.7820, -0.0363, 1.4577], [2.1374, 0.7189, 0.8851], [-0.1179, -1.3963, -1.3755], [0.5834, -2.6445, -0.0571], [-1.0000, 0.8295, -0.2514], [-2.8558, -0.4393, 0.0762], [1.5459, -0.8485, -0.3026], [-0.6946, -1.2303, 0.5256]], "smiles": "O=C1NCCOCO1", "homo_lumo_gap_ev": 10.59}

=====

Q:
{"formula": "C4H7NO3", "method": "the ωB97M-V functional and the def2-TZVPD basis", "symbols": ["C", "C", "C", "C", "H", "H", "H", "H", "H", "H", "H", "N", "O", "O", "O"], "coordinates": [[-0.1805, -0.1674, -0.0324], [0.9575, -0.3566, -1.1235], [-0.5126, 1.2775, 0.3629], [-1.7507, -0.2853, -0.4262], [-0.7692, -1.2199, 1.4639], [0.7430, -0.2443, 1.8737], [0.8646, 0.4392, -2.0360], [0.8272, -1.4602, -1.4218], [2.6018, -0.6568, -0.0454], [-0.5838, 1.4767, 1.4264], [-0.0421, 2.1557, 0.0909], [0.2272, -1.0095, 1.0867], [2.1299, 0.0562, -0.4130], [-1.8341, 1.0809, -0.3415], [-2.6779, -1.0863, -0.4648]], "smiles": "N[C@]1(CO)COC1=O", "homo_lumo_gap_ev": 10.56}

=====

R:
{"formula": "C4H7NO3", "method": "the ωB97M-V functional and the def2-TZVPD basis", "symbols": ["C", "C", "C", "C", "N", "O", "O", "O", "H", "H", "H", "H", "H", "H", "H"], "coordinates": [[1.0683, -0.7146, -0.1810], [0.9387, -1.9477, 0.7236], [0.1647, 0.3887, 0.2792], [-1.3273, 0.1624, -0.0322], [-0.9444, 2.5183, -1.0507], [-1.1509, 1.1383, -1.2211], [0.4082, 1.2184, 1.1286], [-2.3067, -0.4453, 0.1627], [-0.6048, 2.7915, -0.1277], [-1.8715, 2.9325, -1.1619], [2.0905, -0.3265, -0.1515], [0.8159, -0.9742, -1.2103], [1.2530, -1.7075, 1.7388], [-0.0985, -2.2821, 0.7612], [1.5649, -2.7521, 0.3423]], "smiles": "CCC(=O)C(=O)ON", "homo_lumo_gap_ev": 10.02}

=====

S:
{"formula": "C4H7NO3", "method": "the ωB97M-V functional and the def2-TZVPD basis", "symbols": ["C", "C", "C", "N", "C", "O", "O", "O", "H", "H", "H", "H", "H", "H", "H"], "coordinates": [[-1.7477, 0.4794, 1.1451], [0.3478, -0.4639, -1.7623], [1.2106, 0.8612, 0.1338], [1.6657, 0.0690, 1.0649], [-0.0102, 0.4230, -0.5822], [-0.8375, -0.3274, 0.4462], [1.0476, -1.5429, -1.3831], [0.0112, -0.2560, -2.8948], [1.2604, -2.0798, -2.1634], [2.4962, 0.3161, 1.5846], [1.1783, -0.7868, 1.3415], [-0.6164, 1.2575, -0.9449], [-2.4347, 1.0118, 0.4675], [-1.2347, 1.2273, 1.7686], [-2.3367, -0.1887, 1.7786]], "homo_lumo_gap_ev": 8.79}

=====

Ordering by calculated energy gives the sequence P, S, Q, R, with the first entry being the most stable.

=====

P:
{"formula": "C4H7NO3", "method": "the ωB97M-V functional and the def2-TZVPD basis", "symbols": ["C", "C", "C", "C", "H", "H", "H", "H", "H", "H", "H", "N", "O", "O", "O"], "coordinates": [[-1.3309, 1.4651, -0.1887], [1.1082, -0.3355, 0.2253], [2.4652, -0.5822, -0.3514], [-1.8839, -0.9148, 0.3713], [-0.2818, 2.1090, 0.1239], [-1.7722, 2.0195, -1.2293], [-2.3516, 1.3795, 0.5831], [3.2409, 0.1040, 0.4086], [2.1821, -0.0599, -1.4717], [2.9207, -1.7563, -0.4502], [-2.8060, -0.7563, 1.1870], [-1.0525, 0.0086, -0.1181], [0.0703, -0.6644, -0.5956], [1.0251, 0.0311, 1.4343], [-1.5336, -2.0473, 0.0714]], "smiles": "CC(=O)ON(C)C=O", "homo_lumo_gap_ev": 10.33}

=====

Q:
{"formula": "C4H7NO3", "method": "the ωB97M-V functional and the def2-TZVPD basis", "symbols": ["C", "C", "C", "C", "N", "O", "O", "O", "H", "H", "H", "H", "H", "H", "H"], "coordinates": [[-0.9475, 0.3416, 0.5006], [0.3965, -0.0835, 0.1990], [1.5807, 0.7944, 0.3615], [0.4264, -1.1363, -0.8340], [-2.2077, 0.0854, -0.1395], [-2.4846, 0.8261, -1.0674], [-2.9177, -0.7619, 0.3757], [-0.3343, -0.4650, 1.4038], [-0.9612, 1.9951, 1.2841], [1.8574, 1.3289, -0.6247], [2.5064, 0.1488, 0.5806], [1.5642, 1.4910, 1.2132], [-0.0528, -2.1423, -0.5281], [1.5156, -1.4463, -0.8128], [0.0588, -0.9762, -1.9120]], "homo_lumo_gap_ev": 9.26}

=====

Ordering by calculated energy gives the sequence P, Q, with the first entry being the most stable.